No. 1
The following is a DFT calculation (ωB97M-V/def2-TZVPD) of C41H41CdCl5N5O4PS as an isolated structure.

Each line ends with the Mulliken charge.
Positions of all 99 atoms, in Å:
Cd 0.376 -0.290 -0.236  4.50
Cl 2.696 -2.720 -0.134  -0.24
Cl 3.731 -2.937 5.134  -0.25
Cl 0.551 0.970 3.263  -0.33
Cl 4.135 -4.024 2.240  -0.23
Cl 1.890 -0.468 5.615  -0.24
S 0.414 3.295 1.076  0.44
P -0.102 -1.501 -2.978  0.41
O -2.517 -2.007 4.179  -0.74
O -1.053 0.961 -1.571  0.16
O 1.079 2.236 0.248  -0.44
O -0.397 -2.398 0.601  -0.45
N -1.695 -0.215 0.914  0.45
N 2.356 0.332 -1.543  -0.44
N -1.788 -1.127 1.936  -1.01
N 4.137 4.449 -1.833  -0.62
N 6.663 0.905 -2.595  -0.64
C -3.395 2.971 0.369  -0.43
C 5.626 1.331 -2.311  -0.14
C -2.870 4.090 -1.675  -0.47
C 0.545 -0.566 -4.459  0.50
C 0.739 5.923 -1.974  -0.73
C -1.054 -2.203 1.649  0.07
C -1.694 -3.044 3.969  0.66
C 0.165 4.709 0.000  0.05
C 0.402 0.949 -4.237  -1.33
C -0.968 -3.190 2.772  0.09
C 1.512 -0.451 2.907  1.76
C 3.254 1.035 -1.723  0.20
C 0.024 -5.235 3.624  -0.97
C 1.649 -0.880 1.589  -3.34
C 0.828 -3.116 -3.151  0.81
C -0.663 5.743 0.414  -0.60
C -1.555 -4.010 4.973  -0.74
C -0.769 6.881 -0.373  -0.81
C 2.944 -2.165 3.799  0.68
C 2.126 -1.062 4.003  -0.40
C 2.480 -2.002 1.443  1.95
C -2.673 -1.965 -2.069  -1.60
C -2.248 -2.959 -4.333  -1.74
C 1.053 -3.766 -4.519  -1.70
C -0.174 8.237 -2.415  -1.52
C -2.529 1.915 0.054  1.23
C -2.433 0.823 1.019  -1.59
C -0.707 -5.091 4.802  -0.30
C 4.357 1.883 -1.972  0.02
C -0.117 -4.281 2.626  -0.51
C -2.008 3.073 -2.017  -0.91
C 0.314 -4.154 -2.144  -1.21
C -0.046 -0.914 -5.825  -1.90
C -1.898 -1.809 -3.387  0.68
C 1.770 4.045 2.008  -1.08
C -3.584 4.054 -0.469  -1.10
C 4.225 3.296 -1.891  0.25
C -1.811 1.928 -1.189  -0.24
C 3.124 -2.638 2.504  -0.34
C 0.850 4.779 -1.195  -0.75
C -0.061 6.988 -1.571  1.25
H 0.755 1.248 -3.253  -0.15
H 1.406 4.947 2.507  0.39
H -1.773 -2.868 -5.310  0.26
H -0.649 1.244 -4.307  0.26
H 2.104 3.307 2.739  0.43
H 1.695 -4.646 -4.391  0.47
H 0.459 -0.318 -6.593  0.47
H -1.225 5.652 1.341  0.43
H 1.815 -2.787 -2.804  0.27
H -1.109 -0.653 -5.860  0.28
H 1.559 -3.094 -5.216  0.38
H -4.262 4.855 -0.199  0.37
H -3.070 0.902 1.902  0.07
H 1.085 -4.910 -1.957  0.44
H -2.214 -0.866 -3.847  0.58
H -2.485 -1.120 -1.408  0.06
H 0.655 8.309 -3.121  0.36
H -1.410 7.698 -0.056  0.33
H -1.105 8.239 -2.990  0.27
H -0.612 -5.826 5.595  0.35
H 0.046 -3.713 -1.186  -0.03
H 0.055 -1.963 -6.096  0.33
H 1.303 5.985 -2.899  0.32
H 0.965 1.497 -5.003  0.57
H -0.172 9.132 -1.790  0.37
H 2.559 4.275 1.288  0.27
H -2.365 -2.868 -1.534  0.25
H 0.440 -4.351 1.699  0.39
H 0.695 -6.075 3.488  0.40
H -1.965 -3.921 -3.899  0.23
H -2.997 4.933 -2.347  0.44
H 1.614 -0.800 -4.457  0.55
H -2.420 -1.430 3.347  0.65
H -1.442 3.113 -2.942  0.28
H -3.751 -2.027 -2.263  0.51
H 1.480 3.951 -1.501  0.46
H -3.938 2.919 1.310  0.34
H -3.333 -2.980 -4.490  0.48
H -0.568 -4.673 -2.536  0.20
H 0.120 -4.104 -4.976  0.20
H -2.119 -3.874 5.889  0.39

Cartesian forces (eV/Å) of the 2 atoms listed first:
Cd 0.09 0.28 -0.27
Cl -0.04 0.20 -0.07

Calculated values
LUMO energy = 0.1433 Ha
HOMO-LUMO gap = 6.39 eV
Charge = -2
Energy above the lowest of the compared OMol25 structures with the same formula, charge and spin = 0.0 kJ/mol

***

No. 2
The following is a DFT calculation (ωB97M-V/def2-TZVPD) of C29H20IIrO2PS as an isolated structure.

Each line ends with the natural charge from an NBO analysis.
Positions of all 55 atoms, in Å:
Ir 2.265 -1.522 1.221  0.55
I 4.236 -0.421 -0.112  0.42
S 1.346 -3.621 0.783  0.19
P 1.168 0.177 -1.242  1.45
O -1.621 -0.304 -0.651  -0.53
O 0.501 -0.944 -0.226  -0.93
C -3.102 -4.139 0.061  -0.16
C -2.253 0.123 1.934  -0.16
C -2.604 -2.851 -0.014  -0.22
C 5.045 2.459 -0.194  -0.21
C 3.754 4.448 0.149  -0.15
C -2.244 -5.186 0.365  -0.17
C -0.905 -4.932 0.574  -0.19
C -1.258 -2.572 0.206  -0.06
C -1.083 -0.557 1.611  -0.12
C 2.569 3.683 0.191  0.03
C 1.329 4.293 0.513  -0.08
C 0.172 3.562 0.590  -0.23
C -0.387 -3.631 0.508  -0.24
C -0.872 -1.094 0.197  0.61
C 2.613 2.284 -0.073  -0.14
C -2.470 0.567 3.230  -0.19
C -0.473 -1.310 -4.016  -0.18
C -0.678 -1.392 -2.648  -0.29
C 3.896 1.711 -0.175  -0.11
C -1.718 0.749 -4.105  -0.19
C -1.401 -0.380 -2.006  0.23
C -0.349 -0.326 3.904  -0.18
C 4.967 3.854 -0.081  -0.17
C -1.936 0.682 -2.744  -0.17
C -0.143 -0.768 2.610  -0.17
C 0.186 2.218 0.209  -0.12
C -0.977 -0.242 -4.745  -0.16
C -1.524 0.341 4.219  -0.18
C 1.369 1.592 -0.171  -0.51
H -0.751 1.672 0.152  0.24
H -3.384 1.095 3.466  0.24
H -1.699 0.676 5.232  0.24
H -0.760 4.025 0.884  0.25
H 1.317 5.359 0.701  0.24
H -3.277 -2.037 -0.245  0.23
H 5.871 4.444 -0.137  0.26
H -2.992 0.310 1.168  0.23
H 0.085 -2.088 -4.518  0.24
H -0.224 -5.746 0.793  0.24
H -2.122 1.578 -4.669  0.25
H -0.805 -0.188 -5.811  0.25
H 0.399 -0.504 4.665  0.24
H 6.012 1.978 -0.269  0.25
H -4.151 -4.320 -0.126  0.24
H -0.293 -2.238 -2.094  0.25
H -2.516 1.436 -2.227  0.24
H -2.618 -6.198 0.434  0.25
H 0.804 -1.323 2.411  0.11
H 3.685 5.515 0.313  0.25

Cartesian forces (eV/Å) of the 2 atoms listed first:
Ir -0.65 -1.56 -1.10
I 0.10 0.16 -0.21

Calculated values
LUMO energy (alpha / beta) = -0.3194 / -0.3149 Ha
HOMO-LUMO gap (alpha / beta) = 5.10 / 5.14 eV
2S+1 = 2
Charge = +2

***

No. 3
The following is a DFT calculation (ωB97M-V/def2-TZVPD) of C38H75GeN3P2SSi3Ti as an isolated structure.

Each line ends with the Mulliken charge.
Positions of all 124 atoms, in Å:
Ge 0.036 -2.421 0.194  1.71
Ti -0.021 0.084 -0.083  -2.59
S 0.148 0.272 2.437  -0.27
P -2.424 0.706 -0.976  0.81
P 2.428 0.551 -0.728  2.39
Si 1.110 -3.470 2.242  0.83
Si -2.154 -3.572 0.546  0.47
Si 0.745 -3.836 -1.747  0.75
N -1.828 1.797 3.232  -0.22
N 0.250 2.346 4.084  0.14
N 0.003 2.035 -0.131  1.39
C 1.042 3.754 1.280  0.28
C 3.488 0.834 -2.248  0.15
C -2.983 -2.972 2.174  -1.44
C 2.170 4.477 1.605  -1.16
C -4.257 -0.289 0.832  -0.54
C -2.570 2.804 3.961  -1.26
C -3.947 5.757 -1.870  -1.66
C -5.211 0.009 -1.472  -1.79
C 2.904 -3.058 2.784  -1.14
C 0.127 -3.018 3.820  -0.96
C 3.117 2.164 -2.899  -1.29
C 0.193 -2.866 -3.313  -0.69
C -2.987 1.320 -3.762  -1.60
C 4.604 5.013 1.329  -1.75
C 3.526 2.960 0.360  -0.41
C 4.598 0.293 1.214  -1.63
C -2.225 0.384 -2.830  0.45
C -0.127 -5.523 -1.920  -1.39
C 3.276 -0.295 -3.254  -1.14
C -2.433 -5.457 0.672  -1.42
C -0.576 4.283 -0.953  -0.45
C 3.459 -0.429 0.499  2.16
C 2.407 2.182 0.079  -0.30
C -4.226 0.553 -0.443  0.58
C 1.132 2.631 0.448  -1.12
C -2.197 2.510 -0.978  -0.19
C -2.876 4.779 -1.510  0.46
C -3.098 -3.031 -1.044  -0.62
C 2.600 -4.280 -1.953  -1.39
C 3.422 4.129 1.099  0.52
C -0.893 2.941 -0.671  -0.92
C -1.552 5.175 -1.338  -1.26
C -0.512 1.588 3.308  0.03
C -3.164 3.426 -1.382  -0.59
C -0.722 0.474 -3.119  -0.77
C 1.090 -5.344 1.901  -0.96
C 1.674 2.167 4.258  -0.61
C 3.999 -1.679 -0.184  -1.25
H -2.642 -1.998 2.513  0.20
H -4.806 5.636 -1.212  0.38
H 0.148 -3.545 -4.158  0.61
H -4.171 -3.169 -0.953  0.63
H -4.063 -2.951 2.084  0.58
H 2.712 -0.730 1.254  -1.54
H -6.126 -0.286 -0.962  0.47
H -0.520 0.141 -4.137  0.80
H 3.385 3.015 -2.278  0.29
H -4.827 -0.868 -1.986  0.33
H 2.261 -0.250 -3.650  0.22
H 3.185 -2.274 -0.592  -0.29
H -5.481 0.760 -2.208  0.39
H -2.752 1.068 -4.796  0.45
H 2.077 5.359 2.220  0.53
H 1.884 1.322 4.917  0.32
H -0.381 1.512 -3.028  0.16
H -2.300 3.803 3.617  0.36
H 3.968 -0.180 -4.085  0.56
H 0.089 -5.700 1.694  0.17
H -2.349 1.152 2.650  0.02
H -4.295 -1.344 0.588  0.16
H -2.773 -3.633 -1.888  0.50
H 0.447 4.622 -0.861  0.50
H 3.174 -3.508 -2.455  0.39
H 2.150 1.990 3.292  -0.01
H 0.307 -1.990 4.121  0.17
H -4.518 1.574 -0.174  0.70
H -0.802 -2.445 -3.183  -0.04
H -3.359 -0.116 1.435  -0.43
H 3.085 -4.510 -1.010  0.33
H 3.639 2.261 -3.847  0.51
H 0.878 -2.067 -3.583  0.03
H 3.077 -2.003 2.968  0.20
H 2.046 2.206 -3.097  0.14
H 4.244 1.140 1.797  0.40
H -0.199 3.031 4.678  0.29
H 4.542 -2.283 0.537  0.50
H 3.073 -3.572 3.727  0.54
H 1.713 -5.593 1.049  0.19
H -2.395 2.723 5.036  0.40
H -0.143 -0.175 -2.426  -0.45
H 0.449 -3.656 4.639  0.47
H 0.067 4.080 1.619  0.58
H 0.255 -6.052 -2.789  0.49
H -4.060 1.221 -3.639  0.33
H -5.129 -0.046 1.434  0.49
H -3.498 -5.671 0.605  0.42
H 5.524 4.543 0.990  0.40
H -2.553 -0.649 -3.008  0.62
H 3.649 -3.426 2.089  0.27
H 4.701 -1.421 -0.973  0.46
H 0.053 -6.156 -1.059  0.35
H 5.067 -0.409 1.903  0.49
H -3.629 2.649 3.783  0.39
H 1.466 -5.894 2.757  0.46
H 4.711 5.272 2.381  0.40
H -1.197 -5.420 -2.060  0.34
H -2.095 -5.849 1.626  0.41
H 4.532 0.850 -1.915  0.84
H -2.702 2.357 -3.594  0.37
H 4.491 2.678 -0.033  0.37
H -1.951 -6.028 -0.108  0.39
H -0.939 -3.150 3.708  0.16
H 3.431 -1.279 -2.819  -0.01
H 4.475 5.946 0.782  0.35
H -4.290 5.595 -2.892  0.35
H 2.675 -5.168 -2.572  0.51
H 2.084 3.074 4.694  0.36
H -1.277 6.203 -1.513  0.42
H -4.167 3.092 -1.598  0.68
H -2.765 -3.687 2.960  0.58
H -2.898 -1.987 -1.290  -0.50
H -3.590 6.780 -1.791  0.39
H 5.364 0.626 0.518  0.31

Cartesian forces (eV/Å) of the 2 atoms listed first:
Ge 0.18 -1.80 0.16
Ti -0.12 1.04 1.43

Calculated values
LUMO energy (alpha / beta) = -0.2417 / -0.2417 Ha
HOMO-LUMO gap (alpha / beta) = 5.91 / 5.91 eV
Charge = +2
Energy above the lowest of the compared OMol25 structures with the same formula, charge and spin = 208.0 kJ/mol

***

No. 4
The following is a DFT calculation (ωB97M-V/def2-TZVPD) of a 2-piece molecular cluster, C2H4N4O2 overall.

Each line ends with the natural charge from an NBO analysis.
Positions of all 12 atoms, in Å:
O -0.571 1.763 1.314  -0.62
O -0.131 -1.230 1.629  -0.51
N -0.545 1.330 -1.016  -0.34
N -0.054 -0.304 0.479  -0.22
N 0.862 -1.942 -1.146  -0.69
N -0.041 0.204 -1.563  -0.43
C 0.275 -0.854 -0.759  0.46
C -0.476 1.070 0.282  0.60
H 0.499 -0.575 2.265  0.50
H 0.593 -2.269 -0.026  0.34
H -0.356 -0.109 -2.393  0.39
H -0.055 2.917 0.935  0.53

Cartesian forces (eV/Å) of the 2 atoms listed first:
O 1.78 8.27 1.70
O 2.78 5.60 0.84

Calculated values
LUMO energy = -0.0394 Ha
HOMO-LUMO gap = 6.95 eV
Energy above the lowest of the compared OMol25 structures with the same formula, charge and spin = 566.7 kJ/mol

***

What are the largest force on an atom values for these records? In order: 0.014 0.043 0.036 0.168 hartree/bohr.
What are the E values for these records? In order: -5370.03975 -2408.42405 -6532.59325 -447.88658 Ha.